[1]
Computed, not measured: a structure of composition C35H46MnN6O3P2, with ωB97M-V with the def2-TZVPD basis set.

Results
LUMO level (alpha / beta) in eV: -2.3119 / -2.3652
E_tot in eV: -102014.583
Orbital gap (alpha / beta) in Ha: 0.2180 / 0.2163
Spin multiplicity: 6
HOMO level (alpha / beta) in eV: -8.24 / -8.25
<S²>: 8.7880
Energy relative to the best compared isomer or geometry (same formula, charge and spin) in kJ/mol: 287.05

Each line ends with the Mulliken charge.
Element x y z (Å)
Mn: -1.670 -2.210 -4.131  0.12
C: -1.317 3.417 -0.619  -0.49
C: -1.587 2.591 -1.650  -0.48
C: -0.873 2.046 -2.901  -0.47
C: 0.374 1.121 -2.885  2.51
C: 1.660 1.893 -2.595  -0.67
C: 1.803 3.013 -1.877  -0.51
C: 0.808 4.144 -1.622  -0.95
C: -0.033 4.057 -0.308  -0.40
C: 0.155 -2.322 -3.161  -0.17
H: -2.116 3.516 0.116  0.31
H: -2.535 2.070 -1.495  0.24
H: -0.555 2.882 -3.530  0.53
H: -1.660 1.479 -3.456  -0.16
H: 0.175 0.333 -2.138  -1.11
H: 0.432 0.527 -3.828  -0.53
H: 2.565 1.430 -3.026  0.14
H: 2.806 3.216 -1.495  0.38
H: 0.119 4.304 -2.494  0.28
H: 1.424 5.065 -1.487  0.43
H: 0.517 3.620 0.534  0.30
H: -0.197 5.081 0.021  0.43
H: 0.282 -1.389 -2.597  -0.20
H: 0.873 -2.343 -4.014  0.42
H: 0.318 -3.157 -2.431  0.44
P: 1.388 -1.618 -6.321  -0.04
P: -2.379 -0.672 -6.121  0.49
N: 2.678 -0.388 -6.779  0.37
N: 2.031 -2.719 -7.630  0.51
N: -2.414 1.017 -6.931  0.75
N: -3.925 -1.083 -7.032  0.24
C: 0.186 -0.802 -7.426  -0.52
C: -1.205 -1.468 -7.393  -1.28
C: 3.673 0.024 -5.897  -0.59
C: 4.585 0.850 -6.558  -0.72
C: 4.165 0.931 -7.919  -0.81
C: 2.978 0.206 -8.005  -0.16
C: 2.305 -4.062 -7.376  -0.45
C: 2.870 -4.643 -8.512  -0.63
C: 2.953 -3.630 -9.523  -0.68
C: 2.388 -2.489 -8.961  -0.04
C: -2.594 2.238 -6.258  -0.52
C: -2.255 3.274 -7.138  -0.82
C: -1.978 2.687 -8.428  -0.67
C: -2.089 1.306 -8.278  -0.42
C: -4.663 -0.410 -8.018  -0.29
C: -5.498 -1.321 -8.662  -0.66
C: -5.281 -2.593 -8.051  -0.58
C: -4.307 -2.422 -7.076  -0.31
H: 0.532 -0.796 -8.475  0.15
H: 0.159 0.244 -7.080  0.69
H: -1.639 -1.419 -8.417  0.31
H: -1.146 -2.538 -7.098  0.75
H: 3.639 -0.311 -4.875  0.45
H: 5.445 1.341 -6.112  0.40
H: 4.676 1.433 -8.743  0.42
H: 2.346 0.121 -8.872  0.43
H: 2.049 -4.462 -6.408  0.40
H: 3.169 -5.679 -8.609  0.40
H: 3.375 -3.721 -10.531  0.40
H: 2.202 -1.562 -9.465  0.15
H: -3.016 2.262 -5.241  0.54
H: -2.194 4.326 -6.861  0.41
H: -1.721 3.174 -9.375  0.45
H: -2.012 0.524 -9.045  0.38
H: -4.552 0.654 -8.155  0.42
H: -6.166 -1.098 -9.478  0.44
H: -5.776 -3.520 -8.300  0.43
H: -3.868 -3.115 -6.383  0.25
C: -2.390 1.507 3.298  -1.23
C: -2.664 0.173 2.574  -0.95
C: -1.465 -0.777 2.274  1.96
C: -0.729 -1.060 3.662  -0.91
C: -0.107 0.051 4.529  -1.17
C: -2.068 -2.154 1.763  -0.24
O: -2.690 -2.856 2.544  -0.62
N: -1.801 -2.590 0.440  -0.06
C: -1.397 -1.800 -0.662  -0.07
O: -1.528 -2.243 -1.860  -0.40
N: -0.765 -0.690 -0.266  0.12
C: -0.599 -0.261 1.035  -0.55
O: 0.168 0.692 1.275  -0.63
H: -2.320 1.394 4.392  0.32
H: -3.242 2.179 3.135  0.38
H: -1.489 2.027 2.931  0.23
H: -3.370 -0.408 3.197  0.45
H: -3.178 0.369 1.615  0.42
H: -1.516 -1.543 4.273  0.38
H: 0.016 -1.861 3.493  0.52
H: -0.745 0.347 5.379  0.31
H: 0.794 -0.374 4.987  0.34
H: 0.171 0.909 3.902  0.25
H: -2.232 -3.450 0.134  0.33

***

[2]
Computed, not measured: a structure of composition C35H46N6O3P2W, with ωB97M-V with the def2-TZVPD basis set.

Results
LUMO level (alpha / beta) in eV: -8.0178 / -9.3619
E_tot in eV: -72505.148
Orbital gap (alpha / beta) in Ha: 0.1790 / 0.1295
Spin multiplicity: 3
HOMO level (alpha / beta) in eV: -12.89 / -12.89
Total charge: +2
<S²>: 2.0340

Each line ends with the Mulliken charge.
Element x y z (Å)
W: 0.500 -1.116 -3.194  0.93
C: -1.527 3.647 -0.708  -0.72
C: -2.171 2.585 -1.202  -0.55
C: -2.038 1.970 -2.588  -1.36
C: -0.623 1.463 -3.092  2.65
C: 0.385 2.560 -3.400  -0.85
C: 0.237 3.874 -3.511  -0.61
C: -0.885 4.695 -3.000  -0.96
C: -0.951 4.814 -1.446  -0.76
C: -0.675 -2.825 -3.091  -1.48
H: -1.482 3.714 0.385  0.53
H: -2.761 1.948 -0.524  0.43
H: -2.475 2.571 -3.402  0.25
H: -2.669 1.060 -2.582  0.61
H: -0.229 0.657 -2.403  -1.16
H: -0.859 0.965 -4.067  -0.59
H: 1.355 2.154 -3.672  0.68
H: 1.014 4.473 -4.006  0.43
H: -1.868 4.360 -3.349  0.27
H: -0.745 5.720 -3.377  0.51
H: 0.053 4.994 -1.016  0.30
H: -1.567 5.700 -1.191  0.47
H: -1.528 -2.338 -2.552  0.44
H: -0.136 -3.545 -2.439  0.57
H: -0.916 -3.232 -4.085  0.33
P: 1.632 -0.993 -5.099  0.98
P: -2.052 -0.432 -5.458  0.41
N: 2.968 0.136 -5.412  0.91
N: 2.331 -2.290 -6.156  0.52
N: -2.101 1.088 -6.493  0.74
N: -3.546 -1.041 -6.454  0.26
C: 0.454 -0.304 -6.333  -2.29
C: -0.778 -1.202 -6.501  -1.26
C: 4.243 0.009 -4.844  -0.61
C: 5.151 0.670 -5.660  -0.70
C: 4.426 1.194 -6.777  -0.72
C: 3.096 0.873 -6.592  -0.63
C: 2.689 -3.590 -5.834  -0.44
C: 3.111 -4.243 -6.986  -0.73
C: 2.976 -3.318 -8.073  -0.59
C: 2.503 -2.135 -7.531  -0.45
C: -2.585 2.315 -6.027  -0.78
C: -2.151 3.346 -6.860  -0.85
C: -1.393 2.739 -7.915  -1.00
C: -1.419 1.369 -7.688  -0.41
C: -4.186 -0.529 -7.589  0.01
C: -5.148 -1.436 -8.047  -0.65
C: -5.090 -2.571 -7.169  -0.55
C: -4.099 -2.302 -6.223  -0.14
H: 0.843 -0.086 -7.340  0.60
H: 0.233 0.684 -5.889  1.36
H: -1.109 -1.312 -7.554  0.55
H: -0.647 -2.222 -6.104  0.68
H: 4.358 -0.462 -3.879  0.43
H: 6.212 0.758 -5.497  0.47
H: 4.799 1.719 -7.642  0.48
H: 2.241 1.165 -7.183  0.61
H: 2.561 -3.942 -4.817  0.40
H: 3.443 -5.267 -7.064  0.44
H: 3.153 -3.487 -9.121  0.48
H: 2.208 -1.228 -8.030  0.43
H: -3.279 2.358 -5.198  0.77
H: -2.335 4.405 -6.726  0.50
H: -0.900 3.234 -8.746  0.51
H: -0.995 0.588 -8.307  0.59
H: -3.929 0.438 -7.988  0.42
H: -5.797 -1.296 -8.900  0.46
H: -5.696 -3.465 -7.234  0.47
H: -3.743 -2.888 -5.393  0.46
C: -0.376 -0.736 3.868  -1.23
C: -0.336 -1.269 2.436  -0.82
C: -0.061 -0.139 1.385  2.30
C: -0.897 1.125 1.725  -0.82
C: -2.376 0.952 2.003  -1.41
C: 1.407 0.307 1.534  0.01
O: 1.870 0.782 2.569  -0.60
N: 2.264 0.208 0.447  0.06
C: 1.983 -0.125 -0.867  0.34
O: 2.784 -0.012 -1.795  -0.55
N: 0.710 -0.607 -1.072  -0.59
C: -0.324 -0.557 -0.113  -0.35
O: -1.476 -0.795 -0.517  -0.61
H: 0.451 -0.038 4.031  0.35
H: -0.262 -1.545 4.591  0.42
H: -1.306 -0.218 4.118  0.28
H: 0.489 -1.997 2.376  0.44
H: -1.275 -1.778 2.169  0.40
H: -0.430 1.583 2.611  0.68
H: -0.739 1.835 0.896  -0.11
H: -2.558 0.475 2.971  0.35
H: -2.833 1.947 2.026  0.43
H: -2.869 0.355 1.226  0.23
H: 3.217 0.507 0.605  0.33

***

[3]
Computed, not measured: a cluster of 5 separate species, C35H47BF6I4N8O5P in total, with ωB97M-V with the def2-TZVPD basis set.

Results
LUMO level in eV: 1.2903
E_tot in eV: -117870.001
Orbital gap in Ha: 0.2620
HOMO level in eV: -5.84
Total charge: -1

Each line ends with the Mulliken charge.
Element x y z (Å)
C: 4.528 0.431 0.250  -0.57
C: 3.547 0.824 -1.072  -0.49
I: 4.557 2.292 -2.419  0.00
C: 1.967 0.819 -0.841  -0.55
I: 1.172 -0.132 -2.741  0.00
P: 0.832 2.212 -0.204  1.83
C: -0.311 3.552 0.500  1.30
C: 0.154 4.722 1.492  -0.95
C: 0.162 4.343 3.124  0.38
F: 0.848 5.485 3.839  -0.42
B: 2.362 3.026 0.615  0.31
N: 2.800 2.546 2.030  -0.61
O: 3.294 4.033 0.164  -0.98
C: 0.790 3.225 -1.864  -1.27
I: 1.166 5.383 -1.868  0.03
C: -0.478 3.072 -2.851  -0.28
C: -1.476 4.345 -3.063  -0.95
I: 0.406 3.000 -4.929  0.03
O: 0.680 1.545 1.453  0.43
C: -0.319 0.523 1.730  0.03
N: -1.326 1.028 2.793  -0.28
C: 0.451 -0.474 2.776  -1.10
O: 1.948 -0.336 2.744  0.06
N: 2.409 -0.292 4.034  0.04
O: 2.601 -1.434 4.453  -0.28
C: -0.944 0.009 0.276  1.40
C: -0.684 -1.601 -0.128  0.49
C: -1.774 -2.588 -0.930  -0.44
C: -1.453 -4.141 -1.381  -0.54
C: 0.036 -4.675 -0.959  -0.29
N: 1.019 -3.877 -0.207  -0.58
C: 0.677 -2.478 0.158  -0.19
C: -2.538 0.250 -0.009  0.34
F: -2.652 0.227 -1.527  -0.28
F: -3.464 -0.674 0.692  -0.37
C: -3.292 1.650 0.173  0.26
F: -3.560 2.233 1.476  -0.21
F: -4.713 1.286 -0.268  -0.35
F: -2.969 2.645 -0.920  -0.07
O: -0.407 1.037 -0.678  -0.28
H: 3.907 -0.110 1.076  0.01
H: 5.133 1.373 0.625  0.18
H: 5.368 -0.355 -0.073  0.33
H: 3.746 -0.179 -1.735  0.74
H: 1.821 -0.005 0.028  -0.63
H: -0.993 4.074 -0.332  -0.48
H: -1.160 3.022 1.155  -0.36
H: -0.793 5.470 1.497  0.35
H: 0.997 5.465 1.180  0.15
H: 0.658 3.314 3.358  -0.25
H: -0.943 4.327 3.526  0.28
H: 2.707 3.446 2.595  0.27
H: 3.857 2.417 2.042  0.22
H: 3.433 4.728 0.900  0.31
H: 1.714 2.803 -2.495  0.34
H: -1.111 2.109 -2.843  0.33
H: -2.472 3.885 -3.541  0.26
H: -1.112 5.128 -3.888  0.37
H: -1.834 4.914 -2.118  0.29
H: -1.790 0.193 3.214  0.33
H: -0.834 1.614 3.511  0.38
H: 0.228 -0.235 3.929  0.45
H: 0.112 -1.617 2.697  -0.15
H: -2.843 -2.213 -1.215  0.19
H: -2.258 -4.770 -1.978  0.28
H: 0.307 -5.790 -1.290  0.29
H: 1.563 -1.963 0.770  0.12
N: -3.119 2.091 -5.924  0.13
C: -4.232 1.504 -5.381  -0.31
C: -5.079 1.164 -6.411  -0.61
C: -4.453 1.554 -7.619  -0.50
C: -3.242 2.121 -7.288  -0.47
H: -2.330 2.446 -5.399  0.14
H: -4.326 1.380 -4.310  0.40
H: -6.044 0.685 -6.305  0.39
H: -4.842 1.434 -8.622  0.37
H: -2.461 2.544 -7.906  0.35
N: -2.546 -3.879 5.855  -0.03
C: -1.221 -3.594 6.066  -0.76
C: -0.582 -3.614 4.846  -0.38
C: -1.557 -3.916 3.865  -0.11
C: -2.760 -4.071 4.515  -0.90
H: -3.254 -3.937 6.575  0.26
H: -0.848 -3.404 7.063  0.40
H: 0.471 -3.431 4.681  0.53
H: -1.397 -4.009 2.798  0.61
H: -3.748 -4.303 4.140  0.40
N: -3.227 -6.879 6.328  0.09
C: -4.583 -6.982 6.499  -0.31
C: -4.952 -8.277 6.207  -0.51
C: -3.776 -8.981 5.854  -0.45
C: -2.725 -8.095 5.940  -0.45
H: -2.682 -6.039 6.468  0.18
H: -5.168 -6.128 6.811  0.32
H: -5.959 -8.671 6.246  0.38
H: -3.703 -10.022 5.568  0.38
H: -1.667 -8.224 5.758  0.37
N: 6.454 1.481 -5.528  0.10
C: 7.779 1.766 -5.317  -0.34
C: 8.418 1.746 -6.537  -0.49
C: 7.443 1.444 -7.518  -0.39
C: 6.240 1.289 -6.868  -0.51
H: 5.746 1.424 -4.807  0.08
H: 8.152 1.956 -4.320  0.33
H: 9.471 1.930 -6.702  0.36
H: 7.603 1.351 -8.585  0.37
H: 5.252 1.057 -7.243  0.37